# 1
38
Properties=species:S:1:pos:R:3:lowdin_charge:R:1 method="wB97M-V/def2-TZVPD" relative_energy_kcal_mol=230.3 homo_lumo_gap_ev=8.015 smiles="CCCCN1C(=O)C[C@@H](Sc2ccccc2C(=O)O)C1=O" total_charge=0 e_tot_ev=-36337.936 spin_multiplicity=1
C 3.55 1.26 1.89 -0.146
C 3.90 0.29 2.83 -0.319
C 2.87 -0.81 2.96 -0.243
C 2.72 -1.74 1.94 -0.161
N 2.07 -0.96 0.91 0.002
C 2.64 -0.99 -0.40 -0.212
O 3.90 -1.51 -0.82 -0.049
C 1.78 -0.29 -1.36 -0.096
C 0.50 -0.09 -0.53 -0.337
S -0.94 -1.02 -1.20 1.067
C -2.13 0.05 -1.55 -0.545
C -2.69 0.21 -2.83 -0.165
C -3.48 1.11 -3.29 -0.218
C -3.87 2.20 -2.66 -0.013
C -3.39 2.03 -1.18 -0.010
C -2.48 1.21 -0.75 -0.175
C -2.04 0.91 0.70 -0.498
O -1.47 1.90 1.13 0.110
O -2.47 -0.20 1.31 0.179
C 0.79 -0.75 0.99 -0.300
O 0.06 -0.88 2.05 0.048
H 4.32 2.06 1.78 0.104
H 2.67 1.84 2.03 0.083
H 3.56 0.71 0.94 0.078
H 4.94 -0.15 2.67 0.136
H 4.23 0.74 3.93 0.163
H 3.33 -1.32 3.97 0.179
H 1.99 -0.39 3.32 0.091
H 3.65 -2.19 1.61 0.143
H 2.21 -2.64 2.17 0.138
H 1.68 -0.95 -2.27 0.152
H 2.06 0.78 -1.57 0.167
H 0.10 0.79 -0.48 0.025
H -2.25 -0.69 -3.54 0.161
H -3.78 1.14 -4.56 0.189
H -4.58 3.04 -2.68 0.107
H -3.75 2.94 -0.55 0.146
H -1.86 0.02 1.92 0.018



# 2
34
Properties=species:S:1:pos:R:3:mulliken_spin:R:1 method="wB97M-V/def2-TZVPD" s2=6.051 homo_lumo_gap_ev="8.070 / 6.068" total_charge=+2 e_tot_ev=-20547.655 spin_multiplicity=5
Pt 0.26 -0.13 -0.68 1.320
C 0.35 -3.37 -1.84 0.002
C -0.37 -2.06 -1.87 0.086
C -1.47 -1.80 -1.02 0.126
C -2.19 -0.58 -1.05 0.180
C -3.36 -0.35 -0.16 -0.001
C -1.72 0.43 -1.92 0.120
C -0.60 0.24 -2.78 0.067
C -0.14 1.33 -3.70 0.005
C 0.07 -1.01 -2.73 0.078
H 0.97 -3.45 -0.95 0.010
H 0.98 -3.50 -2.71 0.000
H -0.38 -4.19 -1.80 0.005
H -1.78 -2.58 -0.32 0.000
H -3.03 0.08 0.79 0.008
H -3.88 -1.28 0.06 0.003
H -4.06 0.36 -0.61 0.003
H -2.21 1.40 -1.92 0.001
H 0.64 0.99 -4.37 -0.001
H 0.23 2.19 -3.13 0.007
H -0.99 1.68 -4.29 0.006
H 0.94 -1.17 -3.36 0.010
N 0.49 0.49 1.21 1.196
C 1.14 0.93 2.25 0.091
C 0.44 1.11 3.50 0.260
C 1.12 1.57 4.58 -0.046
C 2.49 1.87 4.49 0.283
C 3.19 1.70 3.28 -0.039
C 2.54 1.24 2.17 0.218
H -0.61 0.87 3.55 -0.001
H 0.61 1.71 5.52 0.004
H 3.02 2.24 5.36 0.007
H 4.24 1.94 3.23 0.004
H 3.06 1.11 1.23 -0.012



# 3
33
Properties=species:S:1:pos:R:3:lowdin_charge:R:1 method="wB97M-V/def2-TZVPD" relative_energy_kcal_mol=16.4 homo_lumo_gap_ev=9.845 smiles=CCc1ccccc1.Cc1ccccc1 total_charge=0 e_tot_ev=-15846.269 spin_multiplicity=1
C -1.45 2.46 -3.39 -0.104
C -1.67 1.52 -2.22 -0.213
C -0.87 0.24 -2.37 -0.248
C 0.54 0.33 -2.34 -0.045
C 1.27 -0.77 -2.70 -0.095
C 0.68 -2.03 -2.87 -0.101
C -0.69 -2.11 -2.85 -0.092
C -1.46 -0.94 -2.76 -0.050
H -2.39 2.85 -3.80 0.069
H -1.16 1.96 -4.31 0.077
H -0.81 3.32 -3.20 0.070
H -1.35 1.95 -1.27 0.110
H -2.71 1.26 -2.03 0.105
H 1.07 1.26 -2.23 0.114
H 2.33 -0.82 -2.93 0.099
H 1.34 -2.89 -2.99 0.097
H -1.18 -3.04 -3.11 0.098
H -2.51 -1.08 -2.95 0.108
C 2.60 -1.39 3.56 -0.059
C 1.31 -0.60 3.41 -0.284
C 1.39 0.79 3.39 -0.049
C 0.18 1.47 3.29 -0.098
C -1.03 0.82 3.21 -0.105
C -1.09 -0.57 3.21 -0.079
C 0.11 -1.27 3.30 -0.055
H 3.30 -0.79 4.14 0.070
H 3.07 -1.57 2.60 0.078
H 2.54 -2.28 4.18 0.075
H 2.26 1.38 3.63 0.109
H 0.25 2.54 3.12 0.099
H -1.96 1.36 3.11 0.098
H -2.02 -1.03 2.98 0.090
H 0.11 -2.35 3.18 0.111



# 4
45
Properties=species:S:1:pos:R:3:lowdin_charge:R:1 method="wB97M-V/def2-TZVPD" relative_energy_kcal_mol=10.9 homo_lumo_gap_ev=5.572 total_charge=-2 e_tot_ev=-140129.096 spin_multiplicity=1
Ba -0.41 -0.13 1.15 1.317
O 2.84 -1.98 3.83 0.002
C 2.22 -1.17 3.14 -0.665
O 1.32 -1.38 2.28 -0.362
C 2.59 0.32 3.32 -0.182
C 3.65 0.65 4.20 -0.007
C 4.00 1.96 4.35 -0.023
C 3.30 2.95 3.63 -0.169
C 3.60 4.32 3.73 -0.062
C 2.89 5.24 3.01 -0.101
C 1.85 4.82 2.17 -0.073
C 1.53 3.50 2.04 -0.026
C 2.25 2.53 2.78 -0.199
N 1.92 1.21 2.64 0.109
H 4.14 -0.16 4.72 0.107
H 4.81 2.26 5.01 0.107
H 4.41 4.63 4.39 0.100
H 3.12 6.30 3.09 0.092
H 1.29 5.55 1.60 0.105
H 0.72 3.18 1.40 -0.002
S -0.85 0.69 -1.75 -0.295
As -2.62 1.48 -0.62 -0.560
S -1.72 2.67 1.03 -0.279
S -3.48 -0.24 0.50 -0.229
S -3.98 2.48 -1.88 -0.221
C -0.26 -3.28 -4.58 -0.100
C -0.45 -2.78 -3.15 -0.272
N -1.09 -3.80 -2.31 -0.032
C -1.97 -3.38 -1.33 -0.923
S -1.81 -3.94 0.24 0.518
N -2.92 -2.53 -1.68 -0.028
C -3.51 -2.40 -3.00 -0.244
C -3.72 -0.95 -3.38 -0.118
H 0.21 -2.50 -5.18 0.068
H -1.22 -3.53 -5.04 0.058
H 0.37 -4.16 -4.61 0.061
H -1.05 -1.87 -3.12 0.051
H 0.52 -2.51 -2.72 0.116
H -0.43 -4.45 -1.89 0.086
H -3.38 -2.01 -0.91 -0.023
H -4.47 -2.93 -2.99 0.112
H -2.88 -2.91 -3.72 0.084
H -4.35 -0.43 -2.65 0.029
H -4.22 -0.89 -4.35 0.066
H -2.78 -0.40 -3.42 0.009



# 5
42
Properties=species:S:1:pos:R:3:lowdin_charge:R:1 method="wB97M-V/def2-TZVPD" relative_energy_kcal_mol=15.2 homo_lumo_gap_ev=8.057 total_charge=+1 e_tot_ev=-30986.326 spin_multiplicity=1
Pd -0.80 0.78 -0.03 1.010
N 1.12 -0.21 -0.02 -0.008
C 1.82 -1.52 -0.01 -0.173
C 3.18 -1.41 -0.03 -0.016
C 4.02 -2.54 -0.03 -0.045
C 3.47 -3.78 -0.02 -0.011
C 2.07 -3.93 0.01 -0.137
C 1.48 -5.22 0.03 0.011
C 0.13 -5.34 0.06 -0.027
C -0.64 -4.16 0.07 -0.105
N -0.14 -2.95 0.04 0.071
C 1.21 -2.81 0.01 -0.153
H 1.46 0.29 0.79 0.082
H 1.46 0.28 -0.84 0.082
H 3.64 -0.43 -0.05 0.121
H 5.10 -2.41 -0.05 0.119
H 4.10 -4.67 -0.02 0.127
H 2.12 -6.09 0.03 0.130
H -0.36 -6.31 0.08 0.117
H -1.72 -4.25 0.10 0.121
B -1.75 4.19 0.01 -0.382
N -0.26 3.71 0.01 -0.055
C 0.70 4.62 0.02 -0.064
C 1.93 3.99 0.02 -0.027
C 1.62 2.65 0.00 -0.145
N 0.27 2.48 0.00 -0.095
N -2.77 3.01 0.00 -0.064
C -4.08 3.25 0.00 -0.065
C -4.76 2.05 -0.02 -0.031
C -3.77 1.09 -0.02 -0.128
N -2.56 1.69 -0.02 -0.103
H -1.93 4.87 -0.97 0.078
H -1.93 4.85 1.00 0.078
H 0.45 5.67 0.04 0.140
H 2.91 4.43 0.03 0.111
H 2.32 1.84 -0.01 0.086
H -4.44 4.27 0.00 0.138
H -5.83 1.89 -0.02 0.108
H -3.88 0.03 -0.03 0.094
O -1.88 -0.96 -0.07 -0.135
H -1.57 -1.45 0.71 0.073
H -1.51 -1.48 -0.79 0.074



# 6
69
Properties=species:S:1:pos:R:3:lowdin_charge:R:1 method="wB97M-V/def2-TZVPD" homo_lumo_gap_ev=8.994 total_charge=0 e_tot_ev=-2142696.032 spin_multiplicity=1
C -7.28 -4.28 -5.33 0.115
C -6.41 -4.18 -4.47 -0.217
O -5.22 -4.03 -3.73 -0.176
P -3.88 -4.29 -4.76 0.593
O -4.30 -4.16 -6.19 -0.284
O -3.36 -5.88 -4.49 -0.160
O -2.58 -3.29 -4.44 -0.274
C -2.90 -1.88 -4.62 -0.736
I -2.42 -1.22 -6.67 0.814
C -2.05 -1.05 -3.53 -0.279
C -2.96 -0.18 -2.56 -0.104
H -7.85 -4.39 -6.30 0.079
H -2.55 -5.78 -3.94 0.080
H -3.99 -1.65 -4.41 0.093
H -1.42 -1.83 -2.97 0.079
H -1.31 -0.39 -4.08 0.078
H -2.37 0.02 -1.61 0.046
H -3.25 0.77 -3.12 0.089
H -3.94 -0.71 -2.29 0.086
C 0.24 0.01 0.92 -1.629
Br 0.66 1.67 0.02 0.530
Br -1.33 0.16 2.04 0.573
Br 0.10 -1.47 -0.33 0.576
H 1.08 -0.21 1.58 -0.139
C 1.02 6.19 -0.52 -1.590
Br 1.50 4.79 -1.77 0.545
Br -0.86 6.14 -0.06 0.571
Br 2.15 6.18 1.04 0.513
H 1.19 7.14 -1.04 -0.024
C 4.29 -1.78 1.78 -1.584
Br 4.41 -3.61 1.16 0.577
Br 4.22 -0.53 0.30 0.551
Br 2.81 -1.53 3.01 0.619
H 5.20 -1.57 2.33 -0.026
C 5.85 4.00 2.39 -1.586
Br 5.28 4.84 4.04 0.560
Br 4.43 2.92 1.62 0.533
Br 6.55 5.28 1.12 0.571
H 6.66 3.32 2.64 -0.026
C 3.27 8.09 4.46 -1.585
Br 3.63 9.59 5.64 0.605
Br 1.38 7.71 4.34 0.575
Br 4.06 8.36 2.71 0.525
H 3.75 7.22 4.89 -0.088
C -2.42 -9.23 -5.72 -1.624
Br -1.16 -8.95 -4.27 0.552
Br -1.55 -9.14 -7.45 0.571
Br -3.41 -10.88 -5.51 0.559
H -3.14 -8.42 -5.69 -0.045
C -5.86 -6.74 -1.30 -1.617
Br -5.38 -8.17 -2.52 0.567
Br -7.73 -6.81 -0.82 0.571
Br -4.71 -6.72 0.26 0.543
H -5.70 -5.81 -1.83 -0.057
C 7.13 4.73 7.79 -1.625
Br 5.83 6.14 7.50 0.537
Br 8.17 5.03 9.40 0.572
Br 6.30 2.98 7.79 0.556
H 7.82 4.75 6.96 -0.028
C 2.98 12.22 2.96 -1.639
Br 3.63 11.96 1.16 0.543
Br 3.99 13.56 3.92 0.558
Br 1.08 12.60 2.99 0.561
H 3.12 11.28 3.49 -0.125
C -2.03 -7.79 3.28 -1.619
Br -1.63 -6.14 2.35 0.535
Br -3.60 -7.62 4.40 0.561
Br -2.18 -9.29 2.06 0.553
H -1.19 -8.00 3.94 -0.030